1.
Entry from the OMol25 dataset: one molecule with the formula C5H11NO (ωB97M-V/def2-TZVPD).

Atoms and positions in Å:
O: 1.230 1.110 -1.066
N: 0.181 -0.355 0.300
C: 1.251 0.083 -0.413
C: 2.492 -0.796 -0.355
C: -1.594 0.777 1.524
C: -1.121 0.275 0.177
C: -2.170 -0.689 -0.445
H: 2.503 -1.415 -1.250
H: -0.873 1.454 1.977
H: -1.677 -1.593 -0.780
H: -1.730 -0.059 2.207
H: 0.148 -1.243 0.772
H: 3.352 -0.153 -0.250
H: 2.462 -1.439 0.521
H: -2.542 1.303 1.410
H: -1.029 1.107 -0.503
H: -2.868 -1.012 0.332
H: -2.650 -0.247 -1.311

Cartesian forces (eV/Å) of the 3 atoms listed first:
O 0.0 0.0 0.0
N -0.6 0.2 -0.1
C 0.5 -0.2 0.0

Charge: 0
Orbital gap in Eh: 0.3839
SMILES: CC(=O)NC(C)C

Atomic partial charges in e from the Mulliken method, atoms 1 to 2: atom 1 (O): -0.64, atom 2 (N): -0.29

---

2.
Entry from the OMol25 dataset: a 2-piece molecular cluster, C5H11NO overall (ωB97M-V/def2-TZVPD).

Atoms and positions in Å:
O: -1.974 1.271 1.304
N: 0.103 0.008 -0.045
C: 2.129 -0.252 -1.560
C: -1.118 -0.235 -0.398
C: 1.463 -0.488 -0.223
C: 1.036 0.557 0.738
C: -2.244 0.641 0.073
H: 1.805 -0.973 -2.318
H: 1.614 -1.495 0.180
H: 1.250 1.610 0.849
H: -1.696 0.590 1.931
H: -2.446 1.454 -0.635
H: -0.007 -0.784 2.203
H: -1.298 -1.080 -1.055
H: -3.161 0.032 0.109
H: -0.601 -1.255 2.208
H: 3.212 -0.364 -1.439
H: 1.931 0.762 -1.920

Cartesian forces (eV/Å) of the 3 atoms listed first:
O 0.0 -0.1 0.2
N -0.2 -0.1 0.0
C 0.0 0.1 0.0

Charge: 0
Orbital gap in Eh: 0.3071

Atomic partial charges in e from the Mulliken method, atoms 1 to 2: atom 1 (O): -0.49, atom 2 (N): 0.18

---

3.
Entry from the OMol25 dataset: C5H11NO as an isolated structure (ωB97M-V/def2-TZVPD).

Atoms and positions in Å:
O: 0.248 -0.905 -1.486
N: 0.054 -0.159 0.564
C: 0.691 0.489 1.791
C: -2.237 0.414 -0.956
C: 2.303 -0.148 -0.592
C: 0.817 -0.421 -0.511
C: -1.582 -0.673 -0.098
H: -2.024 -0.790 0.870
H: 1.622 -0.026 2.135
H: 2.622 -0.482 -1.583
H: 2.866 -0.695 0.169
H: -1.974 0.381 -2.021
H: 0.991 1.553 1.647
H: 0.010 0.469 2.650
H: -3.336 0.336 -0.889
H: -1.952 1.384 -0.555
H: 2.529 0.917 -0.485
H: -1.649 -1.643 -0.651

Cartesian forces (eV/Å) of the 3 atoms listed first:
O 0.9 -0.1 -0.9
N -0.4 -0.3 -0.7
C -0.5 -0.2 -0.3

Charge: 0
Orbital gap in Eh: 0.3618

Atomic partial charges in e from the Mulliken method, atoms 1 to 2: atom 1 (O): -0.65, atom 2 (N): -0.16

---

4.
Entry from the OMol25 dataset: a 2-piece molecular cluster, C5H11NO overall (ωB97M-V/def2-TZVPD).

Atoms and positions in Å:
O: 0.609 1.344 -2.953
N: -0.421 -0.686 -1.078
C: 1.205 -0.088 1.821
C: 0.733 0.778 0.605
C: -0.941 -1.816 -0.884
C: -1.737 0.513 0.481
C: -0.499 0.240 0.022
H: 0.515 1.726 1.092
H: 1.317 -1.160 1.597
H: 0.003 0.828 -2.427
H: -2.555 0.033 -0.038
H: -0.821 -2.583 -1.652
H: 0.536 -0.018 2.675
H: -2.000 1.146 1.312
H: 1.593 0.780 -0.057
H: 1.500 1.089 -2.661
H: 2.230 0.154 2.093
H: -1.267 -2.278 0.051

Cartesian forces (eV/Å) of the 3 atoms listed first:
O 0.8 0.6 -0.4
N 0.1 0.7 0.9
C 0.3 -0.9 -0.5

Charge: 0
Orbital gap in Eh: 0.3699
SMILES: C=NC(=C)CC.O

Atomic partial charges in e from the Mulliken method, atoms 1 to 2: atom 1 (O): -0.66, atom 2 (N): -0.48

---

5.
Entry from the OMol25 dataset: a 2-piece molecular cluster, C5H11NO overall (ωB97M-V/def2-TZVPD).

Atoms and positions in Å:
O: 1.576 -0.682 1.758
N: -2.047 0.636 1.264
C: -0.907 0.988 0.479
C: 0.870 0.330 -2.364
C: -0.167 0.084 -0.153
C: -2.565 -0.499 1.388
C: 1.134 0.259 -0.829
H: -0.777 2.059 0.498
H: 1.685 1.129 -0.514
H: 1.779 0.750 -2.813
H: 0.036 0.926 -2.713
H: -2.148 -1.400 0.922
H: 1.726 -0.642 -0.707
H: 1.941 -1.492 2.111
H: -3.435 -0.623 2.018
H: 0.905 -0.646 -2.788
H: -0.610 -0.882 0.021
H: 1.002 -0.296 2.421

Cartesian forces (eV/Å) of the 3 atoms listed first:
O 0.3 0.0 -0.2
N -0.5 1.1 0.1
C -0.5 -0.3 0.1

Charge: 0
Orbital gap in Eh: 0.3504
SMILES: C=N/C=C/CC.O

Atomic partial charges in e from the Mulliken method, atoms 1 to 2: atom 1 (O): -0.59, atom 2 (N): -0.48

---

6.
Entry from the OMol25 dataset: one molecule with the formula C5H11NO (ωB97M-V/def2-TZVPD).

Atoms and positions in Å:
O: 0.500 -1.710 -1.333
N: -0.901 0.147 -0.944
C: 1.125 -1.007 1.490
C: 1.022 -0.084 0.297
C: -1.925 -0.226 -1.943
C: 0.142 -0.664 -0.798
C: 0.399 1.545 1.007
H: -0.254 1.434 1.888
H: 1.411 1.701 1.330
H: 0.145 -1.099 1.967
H: 1.424 -2.007 1.155
H: -2.042 0.539 -2.716
H: -1.638 -1.163 -2.453
H: -2.903 -0.397 -1.483
H: 1.858 -0.644 2.214
H: 0.122 2.527 0.538
H: -0.479 0.929 -0.081
H: 1.995 0.177 -0.135

Cartesian forces (eV/Å) of the 3 atoms listed first:
O -0.6 0.3 -0.1
N 0.6 0.3 0.6
C 0.0 0.1 0.1

Charge: 0
Orbital gap in Eh: 0.3695
SMILES: CNC(=O)C(C)C

Atomic partial charges in e from the Mulliken method, atoms 1 to 2: atom 1 (O): -0.67, atom 2 (N): -0.28

---

7.
Entry from the OMol25 dataset: one molecule with the formula C5H11NO (ωB97M-V/def2-TZVPD).

Atoms and positions in Å:
O: -2.167 -1.265 -0.383
N: -0.942 -0.017 0.673
C: 1.061 0.204 1.620
C: 0.337 -0.721 0.643
C: 1.194 -1.053 -0.607
C: -0.854 1.283 -1.229
C: -1.879 -0.006 -0.290
H: -1.619 1.826 -1.784
H: 0.125 -1.683 1.128
H: 2.029 -1.686 -0.267
H: -0.362 1.990 -0.543
H: 1.977 -0.221 2.020
H: -2.740 0.681 -0.186
H: 0.663 -1.610 -1.384
H: 0.345 0.414 2.418
H: -0.091 0.869 -1.892
H: 1.659 -0.165 -1.054
H: 1.265 1.158 1.116

Cartesian forces (eV/Å) of the 3 atoms listed first:
O 0.2 -0.2 -1.7
N 0.4 0.5 0.0
C 0.3 0.0 0.2

Charge: 0
Orbital gap (alpha / beta) in Eh: 0.2870 / 0.2696

Atomic partial charges in e from the Mulliken method, atoms 1 to 2: atom 1 (O): -0.56, atom 2 (N): -0.25

---

8.
Entry from the OMol25 dataset: one molecule with the formula C5H11NO (ωB97M-V/def2-TZVPD).

Atoms and positions in Å:
O: 0.695 -0.102 1.452
N: -1.517 0.291 1.130
C: 1.321 0.631 -1.250
C: 2.490 -0.342 -1.154
C: -0.024 0.037 -0.821
C: -0.229 0.054 0.685
C: -2.645 -0.385 0.479
H: 1.533 1.472 -0.592
H: -0.849 0.549 -1.317
H: 1.244 0.983 -2.283
H: -3.014 0.202 -0.368
H: -0.105 -1.024 -1.101
H: -1.522 0.165 2.140
H: 2.630 -0.703 -0.142
H: -3.408 -0.616 1.210
H: 3.417 0.206 -1.367
H: -2.355 -1.349 0.037
H: 2.413 -1.126 -1.910

Cartesian forces (eV/Å) of the 3 atoms listed first:
O 0.1 0.2 0.3
N 0.0 -0.7 0.6
C 0.0 -0.4 0.2

Charge: 0
Orbital gap in Eh: 0.3863
SMILES: CCCC(=O)NC

Atomic partial charges in e from the Mulliken method, atoms 1 to 2: atom 1 (O): -0.60, atom 2 (N): -0.25

---

9.
Entry from the OMol25 dataset: C5H11NO as an isolated structure (ωB97M-V/def2-TZVPD).

Atoms and positions in Å:
O: 1.667 -1.057 -1.043
N: -0.747 0.491 -0.042
C: 1.296 1.432 -0.957
C: 0.280 1.527 0.139
C: -1.063 -0.504 0.946
C: -0.551 -1.920 0.806
C: 0.738 -0.072 -1.175
H: -1.445 0.202 -0.860
H: -0.598 -0.167 1.826
H: -0.960 -2.361 -0.141
H: -0.706 -2.634 1.663
H: -0.083 2.571 0.132
H: 1.071 2.282 -1.715
H: 0.649 1.313 1.165
H: -2.188 -0.292 1.070
H: 0.003 -0.260 -2.007
H: 0.443 -1.802 0.566
H: 2.193 1.250 -0.372

Cartesian forces (eV/Å) of the 3 atoms listed first:
O -4.6 4.2 0.5
N -1.1 -2.8 -3.0
C -2.3 -2.0 0.4

Charge: 0
Orbital gap in Eh: 0.3392

Atomic partial charges in e from the Mulliken method, atoms 1 to 2: atom 1 (O): -0.67, atom 2 (N): -0.28

---

10.
Entry from the OMol25 dataset: one molecule with the formula C5H11NO (ωB97M-V/def2-TZVPD).

Atoms and positions in Å:
O: 0.656 -1.762 1.559
N: 0.072 -0.085 0.118
C: 0.508 -0.581 1.394
C: -1.193 0.628 0.293
C: -2.359 -0.340 0.560
C: 1.979 -0.326 -1.480
C: 1.071 0.617 -0.706
H: 0.742 0.172 2.148
H: -1.385 1.334 -0.528
H: -2.342 -1.175 -0.134
H: 0.516 1.260 -1.395
H: 2.357 -1.067 -0.761
H: 1.557 -0.952 -2.265
H: 2.723 0.256 -2.026
H: -2.093 -0.767 1.536
H: -3.327 0.144 0.631
H: 1.629 1.305 -0.078
H: -1.112 1.337 1.133

Cartesian forces (eV/Å) of the 3 atoms listed first:
O 0.1 0.7 0.6
N -0.7 0.1 -0.4
C 0.4 -1.2 -1.8

Charge: 0
Orbital gap in Eh: 0.3719
SMILES: CCN(C=O)CC

Atomic partial charges in e from the Mulliken method, atoms 1 to 2: atom 1 (O): -0.44, atom 2 (N): 0.09

---

11.
Entry from the OMol25 dataset: a 2-piece molecular cluster, C5H11NO overall (ωB97M-V/def2-TZVPD).

Atoms and positions in Å:
O: 0.673 0.330 -3.265
N: 0.251 -1.678 -0.592
C: -1.535 -2.024 0.974
C: 0.726 2.350 1.179
C: -0.542 -1.281 0.466
C: -0.276 0.056 1.024
C: 0.464 1.038 0.507
H: 0.018 3.106 0.802
H: 0.596 2.339 2.261
H: 1.712 2.738 0.924
H: -0.706 0.205 2.005
H: -0.079 0.904 -3.105
H: 0.322 -2.616 -0.933
H: -1.765 -3.011 0.566
H: 0.933 -1.029 -0.936
H: 0.356 -0.579 -3.264
H: 0.980 0.869 -0.434
H: -2.127 -1.715 1.823

Cartesian forces (eV/Å) of the 3 atoms listed first:
O 0.5 0.0 0.0
N 0.1 0.5 -0.3
C 0.0 -0.7 -0.1

Charge: 0
Orbital gap in Eh: 0.3212
SMILES: C=C(N)/C=C/C.O

Atomic partial charges in e from the Mulliken method, atoms 1 to 2: atom 1 (O): -0.66, atom 2 (N): -0.39

---

12.
Entry from the OMol25 dataset: a 2-piece molecular cluster, C5H11NO overall (ωB97M-V/def2-TZVPD).

Atoms and positions in Å:
O: -1.968 -1.720 1.395
N: 0.842 2.534 -0.379
C: 0.901 -1.916 -1.405
C: -1.053 1.671 0.760
C: 0.873 0.201 0.049
C: 0.168 1.501 0.243
C: 0.300 -0.762 -0.656
H: -0.780 -0.663 -0.738
H: 0.445 3.454 -0.388
H: 1.816 0.223 0.537
H: 0.143 -2.392 -1.998
H: 1.333 -2.662 -0.727
H: 1.815 2.468 -0.605
H: -1.574 2.621 0.690
H: 1.743 -1.609 -2.019
H: -1.499 0.944 1.417
H: -2.422 -1.848 2.240
H: -1.084 -2.045 1.584

Cartesian forces (eV/Å) of the 3 atoms listed first:
O -0.2 -0.2 0.5
N 0.2 0.2 -0.4
C 0.7 -0.2 1.3

Charge: 0
Orbital gap in Eh: 0.3115
SMILES: C=C(N)/C=C/C.O

Atomic partial charges in e from the Mulliken method, atoms 1 to 2: atom 1 (O): -0.61, atom 2 (N): -0.43

---

13.
Entry from the OMol25 dataset: a 2-piece molecular cluster, C5H11NO overall (ωB97M-V/def2-TZVPD).

Atoms and positions in Å:
O: 2.921 -0.743 0.362
N: 0.098 -0.308 0.642
C: -0.481 -1.443 0.891
C: -2.673 1.094 -0.433
C: 0.572 0.897 0.921
C: 2.205 -0.307 -0.767
C: 0.876 0.343 -0.411
H: -2.424 0.509 -1.323
H: 1.166 1.191 1.774
H: -3.371 0.526 0.186
H: 0.298 0.693 -1.273
H: -1.763 1.303 0.140
H: 2.373 -1.391 0.826
H: -0.703 -2.101 0.062
H: -0.851 -1.646 1.888
H: -3.131 2.038 -0.734
H: 2.064 -1.113 -1.505
H: 2.824 0.460 -1.245

Cartesian forces (eV/Å) of the 3 atoms listed first:
O -0.1 -0.2 0.1
N 0.0 0.0 0.0
C 0.0 0.0 0.0

Charge: 0
Orbital gap in Eh: 0.3063

Atomic partial charges in e from the Mulliken method, atoms 1 to 2: atom 1 (O): -0.52, atom 2 (N): 0.05

---

Maximum force: 0.976, 0.319, 1.633, 2.286, 2.286, 4.037, 1.699, 1.030, 7.886, 2.188, 0.827, 1.507, 0.313 (eV/Å)
Energy relative to the best compared isomer or geometry (same formula, charge and spin): 4.65, 125.95, 60.04, 53.94, 64.43, 74.67, 151.52, 11.16, 125.39, 40.50, 38.82, 54.36, 111.76 (kcal/mol)